(1)
The following is a DFT calculation (ωB97M-V/def2-TZVPD) of a single C3H9N5 molecule.

energy relative to the best compared isomer or geometry (same formula, charge and spin) = 2.0349 eV
HOMO energy = -8.360 eV
frontier orbital gap = 9.28 eV

```
! RIJCOSX wB97M-V def2-TZVPD def2/J DEFGRID3
* xyz 0 1
C -1.2085 -0.9282 0.3041
C -0.1443 -0.2316 -0.5239
C -0.0326 1.1443 0.1294
N -0.7116 -1.7389 1.1896
N 1.1764 -0.8803 -0.4313
N -0.5705 -0.1415 -1.9122
N 0.6165 1.1365 1.3326
N -0.5687 2.1315 -0.4475
H -1.3305 -2.2497 1.8030
H 0.2917 -1.9105 1.3034
H -0.5581 0.8349 -2.1952
H -1.5305 -0.4556 -1.9891
H 1.8460 -0.3169 -0.9538
H 1.1110 -1.7712 -0.9244
H 0.8855 2.0178 1.7398
H 1.2014 0.3435 1.5309
H -0.4731 3.0159 0.0447
*
```

Just the Mulliken charges please, in e? Sure, here they are: atom 1 (C): -1.309, atom 2 (C): 1.659, atom 3 (C): -0.008, atom 4 (N): -0.112, atom 5 (N): -0.756, atom 6 (N): -0.748, atom 7 (N): -0.404, atom 8 (N): -0.654, atom 9 (H): 0.256, atom 10 (H): 0.269, atom 11 (H): 0.326, atom 12 (H): 0.261, atom 13 (H): 0.252, atom 14 (H): 0.273, atom 15 (H): 0.222, atom 16 (H): 0.245, atom 17 (H): 0.226

=====

(2)
The following is a DFT calculation (ωB97M-V/def2-TZVPD) of a single C3H9N5 molecule in a non-equilibrium geometry.

structure (SMILES) = CC1=NN(N)C1(N)N
energy relative to the best compared isomer or geometry (same formula, charge and spin) = 3.2667 eV
HOMO energy = -7.641 eV
frontier orbital gap = 8.48 eV

```
! RIJCOSX wB97M-V def2-TZVPD def2/J DEFGRID3
* xyz 0 1
C -1.4788 1.0225 -1.5370
C -0.6167 0.7193 -0.3725
N -0.2688 1.5028 0.6044
N 0.8383 0.7753 1.0236
N 0.8944 0.6074 2.3984
C 0.3187 -0.4176 -0.1191
N 1.1526 -0.7993 -1.1862
N -0.0973 -1.5161 0.6868
H -2.0339 1.9394 -1.3469
H -0.8811 1.1632 -2.4413
H -2.1814 0.2085 -1.7224
H 1.7750 0.1779 2.6523
H 0.1148 0.0637 2.7696
H 1.8741 -1.4550 -0.9139
H 1.5450 -0.0169 -1.6917
H 0.1375 -2.4374 0.3306
H -1.0925 -1.5377 0.8653
*
```

Just the Mulliken charges please, in e? Sure, here they are: atom 1 (C): -1.203, atom 2 (C): 0.197, atom 3 (N): -0.740, atom 4 (N): 0.085, atom 5 (N): -0.529, atom 6 (C): 0.997, atom 7 (N): -0.591, atom 8 (N): -0.556, atom 9 (H): 0.359, atom 10 (H): 0.250, atom 11 (H): 0.304, atom 12 (H): 0.238, atom 13 (H): 0.240, atom 14 (H): 0.236, atom 15 (H): 0.245, atom 16 (H): 0.231, atom 17 (H): 0.237

=====

(3)
The following is a DFT calculation (ωB97M-V/def2-TZVPD) of C3H9N5 as an isolated structure in a non-equilibrium geometry.

energy relative to the best compared isomer or geometry (same formula, charge and spin) = 12.3549 eV
HOMO energy = -9.194 eV
frontier orbital gap = 9.30 eV

```
! RIJCOSX wB97M-V def2-TZVPD def2/J DEFGRID3
* xyz 0 1
C -1.2429 -0.4915 1.4492
C 0.3684 1.5876 0.1593
C 0.3584 -0.5169 -1.2398
H -1.7836 -1.8713 0.7058
H -1.7422 0.8228 0.8706
H -1.1094 -0.6613 2.7805
H 0.7061 -0.1557 1.9054
H 0.8575 2.1802 -0.7175
H -0.6240 1.6289 1.9339
H 2.5463 -0.2482 -1.6122
H 0.9689 -0.2086 -3.1566
H -1.0824 -2.3809 -1.4346
N 0.1186 -0.7158 1.0495
N 0.4874 0.1304 0.0834
N 0.0724 2.2449 1.1832
N 1.4232 0.1775 -2.0775
N -0.3227 -1.5223 -1.8826
*
```

Just the Mulliken charges please, in e? Sure, here they are: atom 1 (C): -0.825, atom 2 (C): -0.013, atom 3 (C): 0.338, atom 4 (H): 0.204, atom 5 (H): 0.293, atom 6 (H): 0.250, atom 7 (H): 0.353, atom 8 (H): 0.398, atom 9 (H): 0.307, atom 10 (H): 0.329, atom 11 (H): 0.339, atom 12 (H): 0.247, atom 13 (N): -0.588, atom 14 (N): 0.274, atom 15 (N): -0.656, atom 16 (N): -0.629, atom 17 (N): -0.619

=====

(4)
The following is a DFT calculation (ωB97M-V/def2-TZVPD) of C3H9N5 as an isolated structure in a non-equilibrium geometry.

energy relative to the best compared isomer or geometry (same formula, charge and spin) = 6.5581 eV
HOMO energy = -7.244 eV
frontier orbital gap = 7.40 eV

```
! RIJCOSX wB97M-V def2-TZVPD def2/J DEFGRID3
* xyz 0 1
C -1.6106 1.8299 -0.0198
C -1.3854 0.3001 0.0974
C 0.8769 0.3067 0.0350
H -2.7110 2.0642 -0.0290
H -0.9999 2.4347 0.6687
H -1.1025 2.0157 -0.9554
H -2.5922 -2.4430 -0.3353
H -0.9459 -1.7427 -0.3396
H 0.9822 1.3130 0.4794
H 1.5140 -1.4649 -0.3524
H 4.1544 -0.5931 -0.5923
H 3.4305 -0.7045 1.1650
N -2.4202 -0.5155 -0.0317
N -2.0068 -1.8638 0.1853
N -0.3007 -0.3762 0.1399
N 1.8931 -0.4962 -0.2198
N 3.2241 -0.0646 0.1047
*
```

Just the Mulliken charges please, in e? Sure, here they are: atom 1 (C): -1.086, atom 2 (C): 0.753, atom 3 (C): -0.044, atom 4 (H): 0.285, atom 5 (H): 0.311, atom 6 (H): 0.308, atom 7 (H): 0.246, atom 8 (H): 0.265, atom 9 (H): 0.251, atom 10 (H): 0.276, atom 11 (H): 0.311, atom 12 (H): 0.292, atom 13 (N): -0.534, atom 14 (N): -0.504, atom 15 (N): -0.426, atom 16 (N): 0.010, atom 17 (N): -0.716

=====

(5)
The following is a DFT calculation (ωB97M-V/def2-TZVPD) of a 2-piece molecular cluster, C3H9NO overall in a non-equilibrium geometry.

structure (SMILES) = C=C.NCO
energy relative to the best compared isomer or geometry (same formula, charge and spin) = 1.9427 eV
HOMO energy = -9.810 eV
frontier orbital gap = 10.72 eV

```
! RIJCOSX wB97M-V def2-TZVPD def2/J DEFGRID3
* xyz 0 1
C -2.0819 -3.3919 -2.9351
C -2.4594 -3.1634 -1.6981
H -1.0958 -3.8033 -3.1130
H -2.6215 -3.1292 -3.8383
H -1.8873 -3.3364 -0.7977
H -3.4108 -2.7653 -1.3276
N 1.3715 2.1171 2.6807
C 1.2321 1.5098 1.3862
O 1.5505 2.3873 0.2898
H 2.2272 2.6772 2.7108
H 0.6156 2.7933 2.8127
H 1.9260 0.6694 1.3441
H 0.1982 1.1956 1.2615
H 2.3813 2.0937 -0.0925
*
```

Just the Mulliken charges please, in e? Sure, here they are: atom 1 (C): -0.363, atom 2 (C): -0.482, atom 3 (H): 0.203, atom 4 (H): 0.230, atom 5 (H): 0.201, atom 6 (H): 0.211, atom 7 (N): -0.565, atom 8 (C): -0.264, atom 9 (O): -0.551, atom 10 (H): 0.236, atom 11 (H): 0.246, atom 12 (H): 0.302, atom 13 (H): 0.264, atom 14 (H): 0.332

=====

(6)
The following is a DFT calculation (ωB97M-V/def2-TZVPD) of a single C3H9NO molecule in a non-equilibrium geometry.

structure (SMILES) = CNCOC
energy relative to the best compared isomer or geometry (same formula, charge and spin) = 3.0390 eV
HOMO energy = -9.448 eV
frontier orbital gap = 10.49 eV

```
! RIJCOSX wB97M-V def2-TZVPD def2/J DEFGRID3
* xyz 0 1
C -0.4128 1.2743 -1.0949
N -1.3147 0.0535 -0.8158
C -0.9931 -0.3224 0.5340
O 0.0594 -1.3518 0.7080
C 1.4142 -1.0496 0.8694
H -0.6794 1.9526 -1.9410
H -0.7371 2.0581 -0.4076
H 0.7692 1.3118 -0.9417
H -0.9913 -0.5102 -1.6159
H -0.5271 0.4794 1.0750
H -1.9806 -0.7702 0.9823
H 1.6338 -0.4035 1.7068
H 1.9490 -0.6378 -0.0822
H 1.8105 -2.0843 1.0237
*
```

Just the Mulliken charges please, in e? Sure, here they are: atom 1 (C): -0.853, atom 2 (N): -0.367, atom 3 (C): -0.342, atom 4 (O): -0.361, atom 5 (C): -0.595, atom 6 (H): 0.364, atom 7 (H): 0.345, atom 8 (H): 0.193, atom 9 (H): 0.271, atom 10 (H): 0.359, atom 11 (H): 0.223, atom 12 (H): 0.302, atom 13 (H): 0.217, atom 14 (H): 0.244

=====

(7)
The following is a DFT calculation (ωB97M-V/def2-TZVPD) of C3H9NO as an isolated structure in a non-equilibrium geometry.

energy relative to the best compared isomer or geometry (same formula, charge and spin) = 6.6186 eV
HOMO energy = -8.210 eV
frontier orbital gap = 6.82 eV

```
! RIJCOSX wB97M-V def2-TZVPD def2/J DEFGRID3
* xyz 0 1
C 1.5876 0.9402 0.5131
N 1.0977 2.2500 0.3501
H 1.9655 0.5787 -0.4347
H 2.0657 0.5007 1.3787
H 0.4345 1.1332 0.6274
H 1.0616 2.7865 1.2129
C -0.7245 -1.5390 0.0111
O 0.2241 -1.0126 0.8233
C -1.3614 -0.5128 -0.9453
H -1.5555 -1.9844 0.5969
H -0.3173 -2.3729 -0.6226
H -2.1023 -0.9937 -1.5913
H -0.5881 -0.0672 -1.5771
H -1.7875 0.2934 -0.3426
*
```

Just the Mulliken charges please, in e? Sure, here they are: atom 1 (C): -0.114, atom 2 (N): -0.488, atom 3 (H): 0.263, atom 4 (H): 0.206, atom 5 (H): 0.318, atom 6 (H): 0.279, atom 7 (C): -0.118, atom 8 (O): -0.639, atom 9 (C): -1.118, atom 10 (H): 0.259, atom 11 (H): 0.234, atom 12 (H): 0.366, atom 13 (H): 0.270, atom 14 (H): 0.281

=====

(8)
The following is a DFT calculation (ωB97M-V/def2-TZVPD) of a single C3H9NO molecule in a non-equilibrium geometry.

structure (SMILES) = CNCCO
energy relative to the best compared isomer or geometry (same formula, charge and spin) = 1.4780 eV
HOMO energy = -8.581 eV
frontier orbital gap = 9.63 eV

```
! RIJCOSX wB97M-V def2-TZVPD def2/J DEFGRID3
* xyz 0 1
C -0.5468 -0.1684 2.2172
N -0.8079 -0.5690 0.8556
C -0.3649 0.4311 -0.1371
C 0.8011 -0.1858 -0.9325
O 0.9699 0.5507 -2.1251
H 0.5202 -0.0202 2.3936
H -0.9509 0.8424 2.4446
H -0.9909 -0.8171 2.9711
H -1.7341 -0.8787 0.6164
H 0.0543 1.2991 0.3655
H -1.1269 0.6745 -0.8738
H 0.5059 -1.2143 -1.1470
H 1.6681 -0.1953 -0.2684
H 1.0103 -0.0364 -2.8843
*
```

Just the Mulliken charges please, in e? Sure, here they are: atom 1 (C): -0.886, atom 2 (N): -0.273, atom 3 (C): -0.514, atom 4 (C): -0.399, atom 5 (O): -0.515, atom 6 (H): 0.266, atom 7 (H): 0.327, atom 8 (H): 0.325, atom 9 (H): 0.223, atom 10 (H): 0.271, atom 11 (H): 0.330, atom 12 (H): 0.345, atom 13 (H): 0.185, atom 14 (H): 0.316

=====

(9)
The following is a DFT calculation (ωB97M-V/def2-TZVPD) of a single C3H9NO molecule in a non-equilibrium geometry.

structure (SMILES) = CNCCO
energy relative to the best compared isomer or geometry (same formula, charge and spin) = 2.0949 eV
HOMO energy = -8.293 eV
frontier orbital gap = 9.31 eV

```
! RIJCOSX wB97M-V def2-TZVPD def2/J DEFGRID3
* xyz 0 1
C 0.8948 -1.5759 1.5066
N 1.2683 -0.6874 0.3420
C 0.3052 -0.0729 -0.5442
C -0.6417 1.0845 -0.1798
O -1.6589 1.2998 -1.1847
H 0.6516 -0.8341 2.2693
H 0.0602 -2.1423 1.0526
H 1.7732 -2.1291 1.8234
H 2.1046 -0.8108 -0.1935
H -0.2728 -0.8703 -1.0505
H 0.9648 0.3850 -1.3121
H -0.1349 2.0670 -0.0790
H -1.1543 0.7831 0.7542
H -2.4769 1.2978 -0.6900
*
```

Just the Mulliken charges please, in e? Sure, here they are: atom 1 (C): -0.755, atom 2 (N): -0.320, atom 3 (C): -0.431, atom 4 (C): -0.382, atom 5 (O): -0.487, atom 6 (H): 0.212, atom 7 (H): 0.279, atom 8 (H): 0.325, atom 9 (H): 0.212, atom 10 (H): 0.254, atom 11 (H): 0.251, atom 12 (H): 0.184, atom 13 (H): 0.343, atom 14 (H): 0.316

=====

(10)
The following is a DFT calculation (ωB97M-V/def2-TZVPD) of a 2-piece molecular cluster, C3H9NO overall in a non-equilibrium geometry.

structure (SMILES) = C=C(C)N.O
energy relative to the best compared isomer or geometry (same formula, charge and spin) = 1.3649 eV
HOMO energy = -8.676 eV
frontier orbital gap = 9.62 eV

```
! RIJCOSX wB97M-V def2-TZVPD def2/J DEFGRID3
* xyz 0 1
C 0.3699 -0.7969 0.3278
C -0.8114 -0.1900 0.1895
C -1.3407 0.1797 -1.1597
N -1.4021 0.5177 1.2699
H 0.7420 -1.2333 1.3095
H 0.8498 -1.1658 -0.5474
H -1.3181 1.2021 -1.3725
H -0.8680 -0.4357 -1.9682
H -2.3869 -0.0218 -1.1988
H -2.4024 0.3449 1.1919
H -1.0465 0.1643 2.2021
O 3.2774 0.2224 -0.3276
H 3.9391 0.6603 0.1419
H 2.3980 0.5521 -0.0587
*
```

Just the Mulliken charges please, in e? Sure, here they are: atom 1 (C): -1.506, atom 2 (C): 1.127, atom 3 (C): -1.271, atom 4 (N): -0.526, atom 5 (H): 0.262, atom 6 (H): 0.378, atom 7 (H): 0.336, atom 8 (H): 0.301, atom 9 (H): 0.379, atom 10 (H): 0.253, atom 11 (H): 0.259, atom 12 (O): -0.649, atom 13 (H): 0.299, atom 14 (H): 0.358

=====

Which formula does entry 2 have?
C3H9N5